143
Properties=species:S:1:pos:R:3:forces:R:3 method="wB97M-V/def2-TZVPD" homo_ev=-13.5 e_lumo_ha=-0.31586 e_tot_ev=-138315.7736 total_charge=+3 orbital_gap_ev=4.9
Pb 0.377806 0.986238 -1.002745 -0.428 -0.231 -0.343
C 2.879986 2.344735 3.781642 0.123 0.077 -0.025
C 1.915274 1.222629 3.647574 -0.111 -0.178 0.123
C 1.805685 0.255546 4.607024 0.037 0.195 -0.168
C 0.877703 -0.814356 4.508785 0.109 0.012 0.013
N 0.113486 -0.774347 3.453127 0.153 0.022 0.269
N 0.234735 0.114279 2.445299 0.156 0.456 0.158
B -0.761621 -1.013986 2.238663 0.069 -0.643 -0.385
N -0.455058 -2.286984 1.478686 0.088 -0.229 -0.245
N -1.344503 -3.223092 1.869961 -0.332 -0.020 0.150
C -1.227845 -4.452505 1.455917 0.052 0.089 0.010
C -0.132401 -4.825751 0.632577 0.109 0.178 -0.045
C 0.790412 -3.898128 0.248046 -0.122 -0.206 0.005
C 1.979978 -4.248914 -0.578971 -0.023 0.019 -0.057
C 0.593080 -2.537486 0.662631 0.031 0.378 0.014
S 1.662494 -1.313774 0.162016 0.157 -0.218 0.238
C -2.330305 -5.410426 1.887795 -0.129 0.038 0.079
C -3.633557 -4.938615 1.217313 0.132 -0.028 0.020
C -2.487710 -5.350540 3.415450 0.068 0.015 -0.139
C -2.028136 -6.847690 1.465615 -0.023 0.043 0.004
N -2.274227 -0.724596 2.422712 -0.886 0.020 -0.252
N -2.530757 -0.342662 3.664081 0.363 -0.004 0.129
C -3.775196 -0.206728 4.081085 -0.273 0.007 0.002
C -4.846663 -0.462769 3.213562 0.200 -0.067 -0.139
C -4.606483 -0.848756 1.911051 -0.043 0.055 0.103
C -5.729993 -1.135222 0.969922 -0.116 -0.043 -0.102
C -3.259452 -0.951756 1.520527 0.299 0.119 0.263
S -2.889204 -1.382496 -0.160365 0.327 0.370 -0.208
C -4.020348 0.230315 5.511418 0.058 0.142 0.135
C -2.740358 0.159942 6.346689 -0.179 -0.081 -0.175
C -5.088237 -0.674386 6.147208 0.053 -0.013 -0.047
C -4.533292 1.681468 5.469912 0.029 -0.060 -0.054
C 1.108456 1.121109 2.443562 -0.042 -0.110 -0.080
S 1.350476 2.216449 1.172678 0.068 0.176 0.148
C 0.799163 -1.923804 5.518780 -0.043 -0.175 0.109
C -0.319720 -2.899157 5.153322 0.034 0.128 -0.041
C 0.582568 -1.317817 6.918791 -0.057 0.061 -0.098
C 2.151547 -2.663968 5.498203 -0.042 0.016 -0.102
H 3.383484 2.314382 4.744433 -0.005 0.001 -0.003
H 3.626068 2.293979 2.985313 0.000 -0.003 0.016
H 2.373469 3.304734 3.669603 -0.014 -0.008 0.019
H 2.454803 0.294335 5.470813 -0.027 0.003 0.030
H -0.031304 -5.851589 0.306881 0.023 0.014 0.012
H 1.949136 -5.289135 -0.894153 -0.021 -0.013 0.046
H 2.041498 -3.607397 -1.458529 0.054 0.004 -0.005
H 2.888896 -4.079217 0.002290 0.033 0.012 -0.060
H -3.876303 -3.923355 1.541919 -0.049 0.001 0.020
H -3.542641 -4.951438 0.128615 -0.038 -0.005 0.004
H -4.454019 -5.597656 1.500818 -0.012 0.012 -0.024
H -2.667977 -4.328111 3.747213 -0.019 0.007 0.043
H -3.330479 -5.970025 3.721206 0.015 -0.015 -0.001
H -1.590567 -5.729463 3.908651 -0.017 0.012 0.045
H -2.028736 -6.963668 0.380345 0.035 -0.022 0.004
H -1.072009 -7.191504 1.864137 -0.005 -0.032 -0.010
H -2.800239 -7.505064 1.863498 -0.009 -0.004 -0.021
H -5.866941 -0.360018 3.558254 0.024 -0.002 0.044
H -6.687544 -1.002796 1.468191 0.019 -0.016 0.029
H -5.688593 -0.479515 0.101050 0.012 0.011 -0.004
H -5.675757 -2.156463 0.590626 0.001 -0.017 0.041
H -2.438070 -0.879853 6.482604 0.073 0.028 0.006
H -1.930885 0.712624 5.871857 0.064 0.029 0.054
H -2.929504 0.589263 7.329472 -0.004 -0.004 0.005
H -4.839264 -1.731460 6.032190 -0.008 0.002 0.014
H -5.137840 -0.460240 7.213938 -0.050 0.016 -0.001
H -6.080798 -0.498300 5.731773 -0.004 -0.026 0.028
H -3.772235 2.359157 5.078722 -0.008 0.006 -0.006
H -5.431158 1.770157 4.855272 -0.006 0.037 0.018
H -4.786169 2.000180 6.480582 -0.012 0.010 -0.004
H -1.276976 -2.385798 5.043130 -0.032 -0.036 0.036
H -0.094103 -3.412850 4.216572 -0.046 -0.022 0.014
H -0.420838 -3.651580 5.933590 0.014 -0.008 -0.001
H -0.222869 -0.584292 6.927792 -0.005 -0.040 0.011
H 0.319038 -2.116459 7.610874 0.062 -0.003 0.024
H 1.487650 -0.838034 7.290613 -0.002 0.003 0.019
H 2.354430 -3.099591 4.517791 -0.009 -0.009 0.006
H 2.980645 -2.007789 5.762874 0.009 -0.011 0.020
H 2.116668 -3.471368 6.229054 0.014 0.004 0.013
C -0.721262 5.042044 -0.380834 0.058 -0.048 -0.018
C -1.632690 4.088288 -1.062276 0.030 -0.161 0.083
N -1.635362 2.783428 -0.894279 -0.160 0.000 0.037
C -2.790257 2.315805 -1.500422 -0.008 0.328 0.295
C -3.477864 3.362400 -2.061164 0.144 -0.274 -0.257
N -2.715723 4.462698 -1.795818 -0.163 0.128 0.094
C -4.660050 3.327411 -3.001092 0.398 -0.291 0.124
O -5.727300 4.050078 -2.689161 -0.416 0.250 -0.161
O -4.591863 2.664574 -3.987681 -0.067 0.052 -0.003
C -3.340116 0.982506 -1.255590 -0.564 0.118 -0.420
O -4.466818 0.648578 -1.463004 0.282 -0.018 0.108
O -2.389210 0.149760 -0.687888 0.122 -0.449 0.338
H 0.299893 4.666606 -0.387059 0.068 0.086 -0.093
H -1.033423 5.133861 0.662256 -0.003 0.032 -0.042
H -0.749728 6.028124 -0.834286 0.081 0.047 -0.082
H -2.919163 5.403803 -2.100241 0.030 0.024 0.013
H -5.702662 4.490884 -1.832577 0.169 -0.075 0.108
C 3.366747 1.928245 -4.072249 -0.157 -0.444 0.310
P 1.801527 2.317117 -3.157338 0.400 0.359 -0.700
C 2.035119 4.096676 -2.827872 -0.125 -0.210 0.179
C 3.122404 4.417546 -2.009978 -0.058 -0.015 0.014
C 3.405958 5.738535 -1.705934 0.004 -0.008 0.007
C 2.614385 6.752983 -2.230507 0.056 0.015 0.031
C 1.540290 6.439669 -3.048006 -0.126 0.078 0.018
C 1.234291 5.115200 -3.333592 -0.082 -0.008 0.010
C 0.562005 2.110886 -4.471865 -0.126 0.028 0.265
C 0.498148 2.968261 -5.568633 0.086 -0.062 -0.051
C -0.384712 2.703132 -6.604324 0.099 0.127 -0.111
C -1.202365 1.584751 -6.563858 -0.093 -0.081 0.069
C -1.124506 0.708075 -5.492110 -0.107 0.026 -0.002
C -0.246322 0.971570 -4.455474 0.099 0.101 0.096
P 3.227432 0.377670 -5.129216 -0.101 0.130 -0.171
C 4.100923 -0.805493 -4.043470 0.005 0.054 0.007
C 3.805758 -0.833854 -2.679255 0.103 -0.052 -0.126
C 4.421877 -1.747453 -1.838405 0.073 -0.031 0.080
C 5.331657 -2.658716 -2.354558 -0.014 -0.002 0.013
C 5.604874 -2.662035 -3.714529 -0.010 -0.080 -0.057
C 4.984866 -1.752555 -4.559196 -0.043 0.039 0.115
C 4.453715 0.784134 -6.419417 0.021 -0.138 0.307
C 5.803310 0.996338 -6.129220 -0.041 0.066 -0.175
C 6.698724 1.241657 -7.156880 0.100 0.012 0.149
C 6.258762 1.281861 -8.473967 -0.051 0.004 -0.024
C 4.915860 1.097914 -8.762439 -0.018 0.021 -0.094
C 4.013220 0.846733 -7.738208 -0.002 -0.034 0.061
H 4.199465 1.849662 -3.372487 0.040 0.081 0.001
H 3.541519 2.775509 -4.738854 -0.066 0.011 -0.001
H 3.758498 3.627283 -1.624868 0.020 0.028 0.048
H 4.249927 5.978437 -1.073135 0.009 0.004 -0.015
H 2.845284 7.786313 -2.008423 -0.003 0.000 -0.019
H 0.937292 7.233882 -3.471315 0.008 -0.026 0.005
H 0.390402 4.880102 -3.970313 0.010 0.074 0.091
H 1.164213 3.820075 -5.634742 -0.051 -0.033 -0.064
H -0.417635 3.367559 -7.458146 -0.023 -0.004 0.014
H -1.896791 1.386247 -7.368346 0.021 0.015 -0.041
H -1.745270 -0.177866 -5.468898 0.032 -0.006 -0.014
H -0.140621 0.235982 -3.664116 -0.042 -0.011 0.020
H 3.087224 -0.129970 -2.267270 0.062 0.031 0.031
H 4.194821 -1.745346 -0.778533 0.068 -0.010 -0.097
H 5.822922 -3.367762 -1.701450 0.029 0.011 0.004
H 6.308532 -3.376444 -4.121503 -0.014 -0.002 -0.008
H 5.197719 -1.771628 -5.619671 0.058 0.030 -0.018
H 6.156958 0.959727 -5.105936 0.011 -0.050 0.019
H 7.745722 1.393860 -6.927767 -0.006 0.004 -0.035
H 6.966221 1.452483 -9.274406 -0.008 0.028 0.003
H 4.568702 1.139024 -9.786545 0.019 -0.011 0.005
H 2.964794 0.686391 -7.961081 0.011 -0.028 -0.017



116
Properties=species:S:1:pos:R:3:forces:R:3 method="wB97M-V/def2-TZVPD" homo_ev=-11.0 e_lumo_ha=-0.12899 e_tot_ev=-89459.5422 total_charge=+1 orbital_gap_ev=7.5
C 3.053432 4.608942 0.089600 -0.438 -0.962 -0.685
Si 2.321280 3.289930 -1.086938 0.688 0.667 -0.357
C 3.615899 3.018056 -2.472279 -0.728 0.190 0.177
C 2.035029 1.733737 -0.020402 0.117 -1.017 0.030
C 0.830372 0.846572 -0.497611 0.856 0.986 0.323
C 0.436179 -0.258837 0.506451 -1.619 1.700 0.387
F 0.914652 -0.079111 1.752386 0.087 -0.425 -0.986
F -0.932858 -0.235880 0.635128 0.927 -0.556 -0.045
N 0.784955 -1.661302 0.069697 1.942 -0.443 0.251
F 0.352105 -2.496798 1.081721 -0.182 0.054 -0.121
C 2.271455 -1.835271 -0.025301 1.672 -1.042 1.265
C 2.740984 -3.240596 -0.517239 0.640 0.320 -1.359
C 3.761843 -3.023046 -1.702087 -0.086 -0.323 -0.062
C 5.221978 -2.849640 -1.182222 -0.776 -0.192 -0.147
N 5.293234 -2.003395 0.000704 0.138 0.745 1.420
C 5.369681 -2.438697 1.314812 0.172 -0.055 1.394
C 5.453076 -1.367185 2.194518 -0.406 1.193 -1.153
C 5.389486 -0.131094 1.378708 -0.093 -3.087 0.021
C 5.292239 -0.629814 0.079625 0.029 2.389 -0.325
P -0.181344 -2.062405 -1.473912 -2.655 0.345 -2.153
O 0.916058 -2.047799 -2.698258 -0.111 -0.585 1.479
Cl -0.845282 -4.002332 -1.164075 1.163 0.884 -0.039
C 0.752087 3.899540 -1.968872 -0.352 0.020 0.350
C 0.042180 3.100183 -2.910419 -0.600 1.589 0.298
C -1.105633 3.651012 -3.548013 0.508 -0.040 0.151
C -1.527430 4.961399 -3.272497 0.897 0.950 1.300
C -0.819495 5.769619 -2.293403 0.005 -1.301 -0.871
C 0.314055 5.227472 -1.654456 -0.647 -0.764 -0.840
H 3.785806 4.056957 0.717173 -0.382 0.612 -0.185
H 2.226459 5.029512 0.688714 0.701 0.057 -0.049
H 3.566678 5.351279 -0.547582 -0.253 -0.092 0.604
H 4.623943 3.234316 -2.073620 -0.349 -0.398 -0.375
H 3.524167 2.024461 -2.951780 0.367 0.419 0.234
H 3.360823 3.775934 -3.245852 0.329 -0.429 0.410
H 1.937435 2.005060 1.052433 -0.154 -0.047 -0.681
H 2.968428 1.122894 -0.076550 -0.462 0.429 0.107
H -0.042454 1.523441 -0.599242 0.214 -0.718 0.091
H 1.078722 0.477675 -1.511919 -0.321 -0.207 0.553
H 2.770290 -1.052347 -0.623588 -0.960 -0.137 0.133
H 2.665634 -1.710143 1.010555 -0.451 0.216 -0.544
H 1.930354 -3.904231 -0.870545 0.213 0.468 0.300
H 3.304338 -3.789586 0.259135 -0.676 0.411 -0.061
H 3.745727 -3.905456 -2.376646 0.043 0.459 0.409
H 3.470656 -2.163141 -2.342719 0.087 -0.428 0.507
H 5.827436 -2.409888 -1.993904 -0.001 -0.412 0.505
H 5.578629 -3.854752 -0.880207 0.139 0.690 -0.285
H 5.365687 -3.483691 1.652124 0.067 0.442 -0.716
H 5.515835 -1.396612 3.286356 0.000 -0.250 -0.615
H 5.414046 0.903450 1.729855 0.025 -0.534 -0.372
H 5.236938 0.069434 -0.770682 0.119 -0.997 0.004
H 0.540828 -1.510500 -3.419011 0.075 -0.112 0.185
H 0.366390 2.079858 -3.167455 -0.114 0.565 0.128
H -1.646482 3.047333 -4.290581 0.212 0.362 0.390
H -2.394547 5.424103 -3.769997 0.438 -0.532 0.203
H -1.124269 6.802567 -2.062932 0.016 -0.626 -0.238
H 0.871031 5.827444 -0.923741 -0.291 -0.268 -0.373
C -0.659423 9.568115 -4.833516 0.210 0.153 0.016
C -0.574827 8.626080 -6.024702 -0.570 -0.173 0.540
C -1.956086 8.313327 -6.579524 0.007 -0.038 -0.248
O 0.068520 7.415293 -5.632317 0.406 -0.094 -0.226
H -1.236270 9.114409 -4.021404 -0.108 -0.006 -0.094
H 0.336654 9.777000 -4.439272 -0.013 0.024 -0.072
H -1.130815 10.513299 -5.108626 -0.011 -0.023 0.047
H 0.041062 9.075675 -6.805280 0.110 -0.166 0.040
H -2.574446 7.819577 -5.823405 0.019 0.114 0.074
H -1.882267 7.629791 -7.427012 0.033 0.068 -0.009
H -2.466228 9.221037 -6.906851 -0.026 -0.038 0.024
H -0.445252 6.990351 -4.935154 -0.038 0.127 -0.057
C 1.457485 -6.033464 4.829522 -0.033 0.207 0.154
C 2.002835 -4.839235 4.064486 0.085 -0.732 -0.178
C 1.502950 -4.826669 2.627883 -0.026 0.164 -0.085
O 3.431302 -4.874895 4.068577 0.094 0.426 -0.051
H 1.783524 -6.971565 4.370247 -0.075 0.042 -0.111
H 1.832587 -6.034540 5.853649 -0.051 0.058 -0.022
H 0.368538 -6.023157 4.858614 0.042 -0.108 0.022
H 1.704257 -3.915870 4.564673 0.208 0.030 0.006
H 1.832352 -5.723597 2.093907 -0.077 -0.078 0.102
H 1.911090 -3.969319 2.091954 0.024 0.006 0.115
H 0.412123 -4.779144 2.587866 0.017 -0.042 -0.020
H 3.707353 -5.688038 3.630176 -0.051 -0.027 0.124
C -4.099542 4.449057 1.459444 -0.199 0.029 0.080
C -3.980500 3.481448 0.292768 0.567 0.336 0.156
C -2.737807 2.609247 0.422723 0.006 -0.232 -0.047
O -3.919672 4.208626 -0.931391 -0.224 -0.144 -0.146
H -3.236613 5.121019 1.494784 0.069 -0.107 0.005
H -4.986225 5.074491 1.347975 -0.010 -0.082 0.002
H -4.165348 3.916933 2.410474 0.016 0.042 -0.004
H -4.871051 2.851161 0.247648 -0.002 0.062 -0.153
H -1.831561 3.225302 0.422661 -0.059 0.099 0.085
H -2.657339 1.925297 -0.426156 -0.081 0.002 0.015
H -2.760268 2.021699 1.343214 0.037 0.011 -0.018
H -3.132361 4.766002 -0.899588 -0.027 -0.032 -0.041
C -4.331641 -0.760029 0.778675 0.044 0.037 0.231
C -5.651053 -1.388050 0.356751 0.349 0.229 -0.543
C -5.455422 -2.366675 -0.791711 -0.121 -0.192 0.009
O -6.561907 -0.365561 -0.037123 -0.160 -0.056 0.255
H -3.887794 -0.196973 -0.048429 -0.017 -0.105 -0.071
H -4.488158 -0.053803 1.596188 -0.011 -0.070 0.016
H -3.617568 -1.520138 1.105646 0.011 0.027 -0.003
H -6.099477 -1.905236 1.206632 -0.136 0.130 -0.035
H -5.048482 -1.856247 -1.670288 0.084 0.042 0.072
H -6.409926 -2.802128 -1.090228 0.030 -0.014 0.065
H -4.775376 -3.174699 -0.511966 -0.007 0.003 -0.030
H -6.179080 0.101066 -0.789123 -0.039 -0.033 0.022
C -2.936436 -9.147403 6.285418 -0.030 0.048 0.235
C -2.389605 -7.954693 5.517282 -0.020 -0.645 -0.298
C -2.895806 -7.942304 4.082612 -0.015 0.224 -0.092
O -0.961669 -7.995883 5.520547 0.008 0.286 0.105
H -2.614458 -10.085664 5.824449 -0.065 0.047 -0.105
H -2.558492 -9.149085 7.308887 -0.043 0.060 -0.023
H -4.027332 -9.131723 6.316452 0.026 -0.038 -0.006
H -2.682927 -7.030066 6.017960 0.201 0.019 0.018
H -2.572395 -8.841369 3.550027 -0.070 -0.063 0.095
H -2.488558 -7.086287 3.540019 -0.044 0.022 0.055
H -3.985518 -7.890974 4.048041 0.026 -0.028 -0.028
H -0.688398 -8.809449 5.081077 -0.051 0.010 0.058



14
Properties=species:S:1:pos:R:3:forces:R:3 method="wB97M-V/def2-TZVPD" homo_ev=-8.6 smiles=C[C@H]1CSCO1 e_lumo_ha=0.03751 e_tot_ev=-17159.8209 total_charge=0 orbital_gap_ev=9.6
C -0.238825 0.182547 -2.354773 0.432 1.518 -0.121
C 0.386311 0.235803 -0.968929 -1.268 -0.473 -0.938
C -0.565198 0.959153 -0.053516 -1.713 0.290 0.168
C 0.767247 -0.922961 0.887824 -0.144 -2.354 1.598
H -1.198132 -0.311713 -2.453129 -0.016 -0.360 0.517
H 0.469219 -0.245620 -3.034594 0.266 -0.247 -0.627
H -0.426839 1.239882 -2.639245 0.229 -0.540 -0.158
H 1.376593 0.724886 -1.014188 -0.206 -0.289 0.166
H -1.619272 0.687950 -0.329152 0.959 0.537 -0.117
H -0.427610 2.033692 -0.122694 -0.056 0.126 0.238
H 1.770339 -0.543012 1.082692 0.216 -0.091 -0.448
H 0.647401 -1.918243 1.452256 0.216 1.395 -1.054
O 0.450270 -1.085801 -0.468367 0.916 0.180 0.711
S -0.393192 0.268208 1.608835 0.167 0.309 0.065